(1)
This record from the OMol25 dataset describes C13H20ClN4O5ReSSe4 as an isolated structure. The level of theory is ωB97M-V/def2-TZVPD.

Output
Relative energy (zero: lowest compared OMol25 entry of this formula, charge and spin) ... 0.8 kcal per mole
Orbital gap (spin up / spin down) ... 7.34 / 5.96 eV
Multiplicity ... 4
Net charge ... +1
<S²> ... 3.7782
HOMO (spin up / spin down) ... -9.8 / -9.8 eV
LUMO level (spin up / spin down) ... -2.42 / -3.88 eV
Strongest force on any atom ... 0.36 eV/A

Atoms and positions in Å:
Re: 0.6902 0.4787 1.3576
Se: 1.8211 1.8405 3.0765
Se: 4.0637 1.1699 3.1636
Se: 4.0240 -0.8478 1.9840
Se: 2.7029 -0.2207 0.1577
N: -2.7537 1.1170 0.9525
C: -2.2382 1.3341 2.1615
N: -2.9802 1.9427 3.0973
O: -1.0782 0.9688 2.4793
H: -3.6607 1.4613 0.6925
H: -2.1787 0.6297 0.2764
H: -3.9094 2.2787 2.9210
H: -2.5481 2.1388 3.9836
Cl: -3.6714 -5.1919 -3.5958
C: -2.7280 -3.9200 -2.9028
C: -1.5412 -3.5404 -3.5128
C: -0.7900 -2.5222 -2.9544
C: -1.2115 -1.8971 -1.7855
C: -2.4063 -2.2910 -1.1864
C: -3.1748 -3.2966 -1.7465
C: -0.3490 -0.8261 -1.2023
O: 0.4939 -0.2371 -1.8492
O: -0.6068 -0.5555 0.0708
H: -1.2173 -4.0390 -4.4137
H: 0.1318 -2.2020 -3.4168
H: -2.7507 -1.7995 -0.2858
H: -4.1117 -3.5978 -1.3017
N: -0.6532 -2.6935 1.9443
C: 0.3253 -2.2672 2.7371
N: 0.7353 -3.0233 3.7626
O: 0.9075 -1.1585 2.5772
H: -1.0809 -3.5925 2.0792
H: -0.8935 -2.1307 1.1320
H: 0.3804 -3.9472 3.9301
H: 1.5036 -2.6818 4.3143
O: 0.1856 2.1567 0.3062
S: 0.7788 3.3299 -0.5168
C: 1.1525 2.7531 -2.1936
C: 2.6675 2.6408 -2.3319
C: 3.2725 3.6748 -1.3826
C: 2.5182 3.5447 -0.0640
H: 0.7296 3.5175 -2.8455
H: 0.6119 1.8170 -2.3296
H: 2.9670 2.8170 -3.3640
H: 2.9880 1.6376 -2.0527
H: 3.1602 4.6817 -1.7887
H: 4.3347 3.5053 -1.2149
H: 2.5964 4.4030 0.5988
H: 2.7912 2.6400 0.4821

Atomic forces in eV per Å
-0.245 0.031 0.151
-0.045 0.045 0.267
0.211 -0.013 -0.268
-0.026 0.074 0.227
0.215 -0.017 -0.248
-0.110 -0.018 -0.194
-0.093 0.134 0.158
-0.061 0.056 -0.004
0.271 -0.223 -0.065
0.019 -0.015 -0.006
-0.023 0.032 0.066
-0.010 -0.016 0.008
0.000 -0.006 -0.013
0.005 0.015 0.004
-0.023 -0.023 -0.015
-0.024 0.010 0.025
-0.063 0.026 0.000
0.090 -0.017 0.038
0.063 0.006 -0.016
0.034 0.013 -0.031
-0.193 0.241 -0.077
0.007 -0.198 0.043
0.105 -0.187 0.109
0.013 -0.028 -0.042
0.059 0.010 -0.016
-0.013 0.015 0.037
-0.026 -0.017 0.020
-0.202 0.004 -0.163
0.220 -0.062 0.108
-0.041 -0.021 0.003
-0.277 0.133 -0.045
0.011 0.011 -0.036
0.051 -0.042 0.095
0.012 0.009 -0.004
0.011 0.006 -0.003
0.086 -0.014 -0.265
-0.048 0.084 0.176
-0.030 -0.065 -0.015
0.010 -0.017 0.016
-0.035 -0.014 -0.016
0.016 -0.048 0.016
-0.005 0.038 -0.002
0.031 0.032 -0.016
0.003 -0.015 0.000
-0.006 0.009 0.014
-0.001 0.026 -0.017
0.025 -0.001 0.010
-0.003 -0.004 0.015
0.033 0.020 -0.026

(2)
This record from the OMol25 dataset describes an isolated molecule of C3H7N3OS in a non-equilibrium geometry. The level of theory is ωB97M-V/def2-TZVPD.

Output
Relative energy (zero: lowest compared OMol25 entry of this formula, charge and spin) ... 90.6 kcal per mole
Orbital gap ... 9.11 eV
SMILES string ... [H]/N=C/N(C)C(=S)NO
HOMO ... -8.5 eV
LUMO level ... 0.65 eV
Strongest force on any atom ... 5.38 eV/A

Atoms and positions in Å:
H: -1.2153 1.9009 -2.6705
N: -0.9352 1.2342 -1.8878
C: 0.3665 1.0767 -1.7417
N: 0.7934 0.1752 -0.8065
C: 2.2224 -0.1287 -0.6739
C: -0.0581 -0.2089 0.3266
S: 0.3645 -1.2372 1.5041
N: -1.2641 0.2828 0.2906
O: -1.9697 0.1328 1.3674
H: 1.1304 1.3151 -2.4536
H: 2.5630 -1.2850 -0.6860
H: 2.5904 0.2443 0.3112
H: 2.8993 0.5476 -1.3349
H: -1.7548 0.6099 -0.6324
H: -1.6301 -0.8789 1.8208

Atomic forces in eV per Å
0.938 -1.187 1.284
1.515 2.135 -2.100
-3.089 -1.964 -0.279
0.266 -0.336 1.358
2.546 -0.263 0.620
1.062 0.957 -3.126
1.138 -1.204 1.424
-0.431 0.843 -2.162
-1.897 -3.403 3.706
0.320 0.790 -0.263
-1.238 2.751 -0.440
-0.561 -0.541 -0.328
-1.585 -1.510 0.352
1.531 -0.268 1.522
-0.516 3.200 -1.569

(3)
This record from the OMol25 dataset describes an isolated ion of composition C3H5N2OS and charge +1 in a non-equilibrium geometry. The level of theory is ωB97M-V/def2-TZVPD.

Output
Relative energy (zero: lowest compared OMol25 entry of this formula, charge and spin) ... 54.1 kcal per mole
Orbital gap ... 9.72 eV
Net charge ... +1
HOMO ... -15.8 eV
LUMO level ... -6.13 eV
Strongest force on any atom ... 2.96 eV/A

Atoms and positions in Å:
C: 1.4558 -0.1111 -0.0511
C: -0.6625 0.4388 -0.5312
C: -1.7707 -0.0145 0.4293
N: 0.0277 1.5273 -0.0852
N: 1.1841 1.3681 0.2557
O: 0.3967 -0.6581 -0.4023
S: 3.0067 -0.7506 0.1621
H: -0.8467 0.6140 -1.5684
H: -1.3231 -0.1016 1.4740
H: -1.9277 -1.0702 0.3536
H: -2.6018 0.6744 0.3535
H: 3.0615 -1.9165 -0.3899

Atomic forces in eV per Å
0.446 0.354 0.495
-0.357 -1.965 1.354
1.673 0.221 1.317
0.130 2.218 0.976
1.258 -1.075 -0.256
-0.315 -0.741 -1.287
0.480 2.679 1.156
-0.564 -0.491 -0.904
-0.487 1.193 -1.033
-0.944 -0.482 -1.202
-0.329 -0.360 0.220
-0.991 -1.551 -0.835

(4)
This record from the OMol25 dataset describes an isolated molecule of C8H17NO in a non-equilibrium geometry. The level of theory is ωB97M-V/def2-TZVPD.

Output
Relative energy (zero: lowest compared OMol25 entry of this formula, charge and spin) ... 77.3 kcal per mole
Orbital gap ... 8.50 eV
SMILES string ... CC[C@](C)(N)[C@]1(C)C[C@H]1O
HOMO ... -7.7 eV
LUMO level ... 0.82 eV
Strongest force on any atom ... 4.48 eV/A

Atoms and positions in Å:
C: 1.4783 0.3386 2.1020
C: 1.7423 0.4847 0.6175
C: 0.6356 -0.3000 -0.6640
C: 0.8317 -1.8080 -0.6125
N: 1.0087 0.2483 -1.9087
C: -0.6036 0.2545 -0.1159
C: -0.8254 1.7462 -0.1511
C: -1.4687 -0.5292 0.8273
C: -2.0553 -0.6493 -0.5422
O: -3.2629 0.0285 -0.7437
H: 0.5633 0.8520 2.3952
H: 1.4014 -0.7084 2.3930
H: 2.2821 0.7923 2.6899
H: 1.8157 1.5272 0.3121
H: 2.6812 -0.0033 0.3495
H: 0.1098 -2.3186 -1.2478
H: 0.7271 -2.1833 0.4013
H: 1.8298 -2.0595 -0.9728
H: 0.2863 0.5883 -2.5261
H: 1.8916 -0.0779 -2.2738
H: -0.5419 2.1943 0.8007
H: -1.8808 1.9691 -0.3042
H: -0.2527 2.2291 -0.9413
H: -1.0652 -1.4316 1.2705
H: -2.0388 0.0732 1.5268
H: -2.0079 -1.6189 -1.0342
H: -3.2817 0.3616 -1.6476

Atomic forces in eV per Å
-0.328 -0.046 -0.225
-0.258 -1.480 -2.244
2.359 1.172 3.150
-0.042 0.338 0.312
0.255 0.458 -0.038
-3.884 -1.441 -1.692
-0.045 -0.062 0.038
0.084 -0.090 -0.031
1.466 1.193 0.866
0.180 0.138 -0.018
-0.142 -0.087 0.047
-0.043 -0.047 0.091
0.045 -0.079 -0.137
-0.142 -0.041 -0.112
0.237 0.122 0.104
-0.057 0.000 -0.109
0.077 -0.144 0.108
0.024 0.016 0.034
0.337 -0.299 -0.033
-0.475 0.125 -0.343
0.089 0.104 0.079
-0.032 -0.018 0.021
0.036 -0.035 0.021
-0.023 0.021 0.081
-0.039 -0.030 0.027
0.338 0.269 -0.045
-0.020 -0.057 0.050

(5)
This record from the OMol25 dataset describes an isolated molecule of C5H9NO2 in a non-equilibrium geometry. The level of theory is ωB97M-V/def2-TZVPD.

Output
Relative energy (zero: lowest compared OMol25 entry of this formula, charge and spin) ... 108.8 kcal per mole
Orbital gap ... 10.33 eV
SMILES string ... C[C@@H]1[C@H](CO)N1C=O
HOMO ... -9.6 eV
LUMO level ... 0.77 eV
Strongest force on any atom ... 3.99 eV/A

Atoms and positions in Å:
C: -0.1786 0.6256 1.5079
C: 1.0082 0.5177 0.5876
C: 0.6625 0.5244 -0.8458
C: -0.7383 0.7426 -1.2929
O: -1.7475 -0.0694 -0.6154
N: 1.0908 -0.7242 -0.1734
C: 0.4358 -1.8740 0.2278
O: -0.3629 -2.6658 -0.3428
H: -0.1490 1.7036 1.7218
H: -1.0207 0.3033 0.6823
H: -0.1548 -0.2104 2.4491
H: 2.1165 0.8658 0.5888
H: 1.4566 1.0083 -1.4527
H: -0.5078 0.5776 -2.3811
H: -1.1241 1.7031 -1.1990
H: -1.7576 -0.9905 -0.5931
H: 0.9710 -2.0376 1.1309

Atomic forces in eV per Å
-0.004 -2.007 0.278
2.950 -0.602 -0.174
0.917 -0.068 0.920
0.395 -3.255 -1.956
-0.515 3.680 -1.466
-1.303 0.402 -1.854
-1.056 -1.327 -2.355
2.217 2.860 1.472
-0.849 -0.457 0.904
1.383 1.042 3.472
0.009 2.882 -2.368
-2.029 0.007 1.598
-0.814 -0.667 -0.054
-1.783 -0.315 0.421
-0.261 1.851 0.398
0.971 -2.748 -0.852
-0.227 -1.280 1.615

(6)
This record from the OMol25 dataset describes C29H45AlBr3Cl5F6MgN6O4S4 as an isolated structure in a non-equilibrium geometry. The level of theory is ωB97M-V/def2-TZVPD.

Output
Relative energy (zero: lowest compared OMol25 entry of this formula, charge and spin) ... 71.9 kcal per mole
Orbital gap ... 1.44 eV
HOMO ... -8.5 eV
LUMO level ... -7.09 eV
Strongest force on any atom ... 4.89 eV/A

Atoms and positions in Å:
C: 3.1785 -4.3832 -1.0731
C: 4.5264 -3.6732 -1.5259
N: 5.0818 -2.8177 -0.4315
C: 6.2358 -2.0655 -0.9794
C: 6.8033 -0.9490 -0.0180
C: 4.0434 -1.9081 0.0696
S: 3.4859 -0.7377 -1.0033
S: 3.4134 -2.1061 1.7532
C: 1.9204 -1.0121 1.9166
C: 0.5914 -1.8065 1.6214
C: -0.7184 -0.8986 1.6693
C: -0.4331 0.5094 1.0375
C: -0.1457 0.6081 -0.3906
C: -0.1286 -0.6633 -1.2884
C: -0.4297 -0.4125 -2.8150
S: -0.9623 -1.8950 -3.7606
C: -1.1350 -3.3166 -2.6604
N: -2.3492 -3.9201 -2.6439
N: -2.2871 -4.9304 -1.7343
C: -1.0161 -4.9091 -1.2393
O: -0.2237 -3.9011 -1.7960
N: 0.1181 1.9858 -0.6723
C: 0.4901 2.5552 -1.9815
O: 1.0053 3.8677 -1.9173
C: 2.4720 3.7392 -1.7636
C: -0.0305 2.6266 0.5378
F: 0.1277 3.9564 0.6624
N: -0.3579 1.8398 1.6276
N: -0.5389 2.1648 2.9620
C: -1.4474 3.0862 3.1376
S: -2.8029 3.9229 3.3181
H: 3.2529 -4.7937 -0.0206
H: 2.2899 -3.6988 -1.1122
H: 3.0305 -5.2670 -1.7497
H: 5.3082 -4.4485 -1.7783
H: 4.3157 -3.0517 -2.4422
H: 7.0580 -2.8260 -1.1955
H: 6.0239 -1.5780 -1.9856
H: 6.4067 -1.0595 1.0391
H: 7.9219 -0.9447 0.0598
H: 6.5030 0.0801 -0.3729
H: 2.1136 -0.1469 1.2243
H: 1.9334 -0.5788 2.9639
H: 0.5056 -2.6484 2.3739
H: 0.7216 -2.2814 0.6005
H: -1.0713 -0.8892 2.7388
H: -1.4968 -1.4300 1.0495
H: 0.8104 -1.2816 -1.1524
H: -0.9638 -1.3279 -0.9023
H: -1.1338 0.4659 -2.9589
H: 0.5538 -0.0724 -3.2857
H: -0.6886 -5.6460 -0.4625
H: -0.4675 2.5991 -2.5964
H: 1.2080 1.8863 -2.5905
H: 2.7117 2.7700 -1.2428
H: 2.8044 4.5733 -1.0943
H: 2.9074 3.7919 -2.8025
Br: -1.6661 9.9891 0.8178
C: -0.7331 8.4602 0.0582
C: -0.1870 7.5611 1.1380
Br: 1.4191 8.3130 1.9424
H: 0.0375 8.8540 -0.6021
H: -1.4823 7.9350 -0.5356
H: 0.1260 6.6043 0.7187
H: -0.8932 7.3839 1.9473
O: -1.2120 -0.1330 4.6097
H: -1.8071 -0.2517 5.3600
H: -1.1562 0.8165 4.4939
C: -5.5697 -2.4481 -2.5478
Cl: -6.2613 -2.1158 -4.1336
Cl: -5.6633 -1.0268 -1.4965
H: -6.1184 -3.2665 -2.0849
H: -4.5266 -2.7263 -2.6718
C: -4.1173 4.9338 -0.6121
O: -3.8023 5.4598 0.6709
H: -4.4133 5.7552 -1.2621
H: -3.2391 4.4366 -1.0364
H: -4.9434 4.2233 -0.5307
H: -3.5432 4.7177 1.2297
Br: 0.5839 4.4387 3.3939
Mg: 1.5124 2.0192 -4.1499
C: -6.3081 -5.4149 -0.1200
C: -5.4268 -6.1575 -0.8983
C: -5.6082 -7.5284 -1.0372
C: -6.6762 -8.1553 -0.4059
C: -7.5591 -7.4120 0.3689
C: -7.3731 -6.0429 0.5156
H: -6.1651 -4.3453 -0.0082
H: -4.5975 -5.6674 -1.3961
H: -4.9175 -8.1085 -1.6384
H: -6.8204 -9.2237 -0.5182
H: -8.3928 -7.9011 0.8596
H: -8.0586 -5.4646 1.1243
F: 1.0497 9.5339 5.4739
Al: 1.1233 11.2811 5.3236
F: 1.1887 12.0025 6.9169
F: -0.3011 11.8522 4.4787
F: 2.5565 11.7256 4.4185
F: -5.8130 0.1458 -5.2580
C: 9.0115 -4.3251 0.9181
Cl: 7.3450 -4.2658 1.5013
Cl: 9.4653 -5.9803 0.4997
Cl: 9.2224 -3.2519 -0.4733
H: 9.6651 -3.9825 1.7146

Atomic forces in eV per Å
0.694 -0.411 0.044
-0.940 -0.771 0.433
-0.898 0.810 0.385
1.614 0.460 -0.443
-0.367 0.372 0.381
-0.632 0.839 -1.148
0.064 -0.495 1.080
0.461 -0.116 -1.172
0.101 0.478 0.023
0.632 -0.029 -0.269
0.658 0.010 0.336
0.222 -0.713 -2.721
-0.538 -0.620 3.602
-0.786 -0.097 -0.215
1.150 0.901 0.938
0.378 -0.664 0.356
-2.408 -0.099 0.108
2.807 1.555 0.258
4.145 0.142 1.098
-2.624 -0.308 -0.801
-2.388 -0.825 -0.184
-0.199 -1.152 2.669
-1.875 1.794 -0.532
0.708 -2.368 -0.018
0.003 0.479 0.640
0.343 2.006 0.755
-0.523 -2.424 -0.824
0.558 -1.651 -4.568
-1.938 0.466 -0.637
-1.038 0.962 0.001
2.588 -1.893 -0.030
0.091 0.522 -1.137
0.883 -0.615 -0.116
-0.138 0.902 0.538
-0.798 0.883 0.371
0.263 -0.473 0.767
-1.500 0.921 0.425
-0.165 -0.595 1.099
0.445 0.005 -1.194
-1.092 -0.202 -0.223
0.215 -1.117 0.374
-0.377 -0.906 0.469
0.095 -0.736 -1.056
-0.050 0.987 -0.867
-0.248 0.439 1.221
0.282 0.538 -1.249
0.607 0.813 0.636
-0.877 1.080 -0.291
0.840 0.948 -0.316
0.266 -1.417 0.115
-0.969 -0.609 0.298
0.208 1.222 -0.974
0.976 -0.044 0.687
-0.989 -0.096 3.829
-0.051 0.882 -0.581
-0.181 -0.641 -0.896
-0.062 0.061 1.202
0.154 -0.053 -0.049
-0.417 0.149 -0.002
0.345 -0.073 -0.021
-0.163 -0.162 0.119
0.011 -0.083 0.128
0.068 -0.056 0.070
-0.072 0.053 -0.040
0.006 0.105 -0.108
-0.293 -0.249 0.411
0.105 -0.117 -0.035
0.189 0.187 -0.039
0.185 -0.130 -0.146
0.009 0.158 -0.106
0.064 -0.010 0.171
-0.103 0.135 -0.077
-0.075 0.091 -0.027
-0.012 -0.157 0.289
0.125 0.040 0.023
0.046 -0.003 0.115
-0.063 -0.040 -0.212
0.002 -0.017 -0.235
-0.117 0.225 -0.241
0.737 1.111 0.799
0.905 0.180 -3.748
-0.018 -0.112 -0.023
-0.009 0.091 -0.033
-0.062 0.008 0.040
0.032 0.042 0.004
0.024 0.003 0.000
0.010 0.011 -0.009
-0.008 -0.039 0.041
-0.063 -0.090 0.068
-0.039 0.038 0.010
0.000 0.055 0.008
0.049 0.031 -0.026
0.022 -0.030 -0.037
0.056 1.219 -0.173
-0.020 0.157 0.073
-0.050 -0.594 -1.231
1.067 -0.496 0.601
-1.071 -0.416 0.633
0.117 -0.254 0.221
-0.015 -0.145 0.050
0.120 0.017 -0.022
-0.003 0.134 0.041
0.652 -0.289 0.176
-0.071 -0.021 -0.128